ORCA calculation (ωB97M-V with the def2-TZVPD basis set) on a 11-piece molecular cluster, C5H31NO12 overall in a non-equilibrium geometry.

Relative energy (zero: lowest compared OMol25 entry of this formula, charge and spin) (kcal per mole): 156.68
HOMO-LUMO gap (eV): 7.578
HOMO level (eV): -2.5
Total charge: -2
Multiplicity: 1
Energy (eV): -31744.9990

Bonds (Å) are listed after each position.
Atoms and positions in Å:
1 O -2.00754 0.95598 3.57268  H21 1.011, H44 0.976
2 O 1.13636 -2.79221 -3.18811  H24 0.966, H40 0.914
3 O 1.10613 2.44385 0.42251  C17 1.376
4 O -0.85115 -2.57617 2.93028  C16 1.441, H22 0.979
5 O 0.35053 3.62323 2.54726  H27 1.138, H49 0.920
6 O -1.86338 0.91978 -3.59726  H30 1.020, H47 0.998
7 O 0.19716 3.52929 -2.52688  H33 1.043, H43 1.082
8 O -3.35634 -0.22131 0.55921  H38 1.065, H45 0.965
9 O 4.25688 0.88152 -0.56399  H23 0.993, H32 0.838
10 O -2.68107 1.80424 -0.61346  H35 0.974, H37 0.956
11 O -0.45903 -0.97184 -2.25013  H20 0.876, H28 0.966
12 O -2.71759 -1.71181 -1.35202  H34 0.975
13 N 1.93232 0.19562 0.55710  C15 1.479, C17 1.479, H46 1.010
14 C 1.23338 -1.49894 2.19448  C15 1.544, C16 1.500, H25 1.140, H36 1.058
15 C 1.26717 -1.11807 0.69834  N13 1.479, C14 1.544, C18 1.595, H39 1.187
16 C -0.15951 -1.32855 2.72472  O4 1.441, C14 1.500, H19 1.128, H41 1.160
17 C 1.42716 1.30543 -0.28025  O3 1.376, N13 1.479, H26 1.174, H48 1.094
18 C 2.14933 -2.17315 -0.10961  C15 1.595, H29 1.068, H31 1.164, H42 1.082
19 H -0.44863 -0.95732 3.75039  C16 1.128
20 H -0.17889 -0.75681 -1.44881  O11 0.876
21 H -2.51273 0.53611 2.80419  O1 1.011
22 H -1.11077 -3.10036 2.14492  O4 0.979
23 H 3.94069 0.32140 0.19298  O9 0.993
24 H 0.17651 -2.78572 -3.29358  O2 0.966
25 H 2.03731 -0.83326 2.65298  C14 1.140
26 H 0.60651 0.88922 -1.00892  C17 1.174
27 H 0.81218 3.00332 1.71223  O5 1.138
28 H -1.35583 -1.32837 -2.20302  O11 0.966
29 H 2.30989 -1.89784 -1.12867  C18 1.068
30 H -2.60426 1.39926 -3.08521  O6 1.020
31 H 3.20582 -2.05579 0.36543  C18 1.164
32 H 3.69507 1.46492 -0.77841  O9 0.838
33 H -0.67882 3.05358 -2.22007  O7 1.043
34 H -3.42879 -2.20916 -1.79551  O12 0.975
35 H -1.71612 1.89863 -0.70932  O10 0.974
36 H 1.56238 -2.50124 2.26842  C14 1.058
37 H -2.72511 0.94994 -0.18623  O10 0.956
38 H -3.01235 -0.87252 -0.20955  O8 1.065
39 H 0.29843 -0.99254 0.02407  C15 1.187
40 H 1.18980 -1.92233 -2.91379  O2 0.914
41 H -0.84147 -0.56868 2.17517  C16 1.160
42 H 1.78226 -3.17394 0.07701  C18 1.082
43 H 0.74876 3.27439 -1.63110  O7 1.082
44 H -1.16376 1.23376 3.16722  O1 0.976
45 H -4.24079 -0.06040 0.20904  O8 0.965
46 H 1.93153 0.68892 1.43794  N13 1.010
47 H -1.59468 0.10081 -3.09320  O6 0.998
48 H 2.23846 1.71261 -0.89052  C17 1.094
49 H 0.11660 4.22252 1.88907  O5 0.920

=====

ORCA calculation (ωB97M-V with the def2-TZVPD basis set) on a 12-piece molecular cluster, C5H31NO13 overall in a non-equilibrium geometry.

Relative energy (zero: lowest compared OMol25 entry of this formula, charge and spin) (kcal per mole): 69.84
HOMO-LUMO gap (eV): 9.958
HOMO level (eV): -9.9
Multiplicity: 1
Energy (eV): -33795.3903

Bonds (Å) are listed after each position.
Atoms and positions in Å:
1 O 4.04446 1.41343 0.26871  H26 0.969, H29 0.967
2 O 4.67852 -1.30864 -0.13535  H27 0.964, H30 0.976
3 O -3.75321 1.45433 -0.35026  H39 0.965, H45 0.962
4 O -0.54300 -4.13147 -1.35600  H33 0.957, H43 0.966
5 O -0.15979 -2.26720 -3.80220  H38 0.962, H46 0.964
6 O -3.14963 -2.22408 0.91682  C15 1.226
7 O 0.71944 0.35200 -5.02956  H35 0.972, H49 0.965
8 O 0.33990 -0.56300 3.87578  H20 0.972, H32 0.977
9 O 1.86335 -0.37672 -1.06728  C16 1.222
10 O -2.65796 3.57000 1.19681  H28 0.960, H37 0.954
11 O -2.48594 -0.83180 3.45937  H34 0.964, H44 0.973
12 O -0.79606 2.83320 2.92748  H23 0.954, H41 0.973
13 O 2.38748 0.45701 2.35661  H42 0.958, H50 0.964
14 N 0.00226 -1.20328 -0.14282  C16 1.367, C17 1.469, H48 1.013
15 C -2.31081 -1.88328 0.09053  O6 1.226, C17 1.532, H36 1.073
16 C 0.67699 -0.22309 -0.81553  O9 1.222, N14 1.367, C18 1.543
17 C -1.21073 -0.97848 0.65508  N14 1.469, C15 1.532, H25 1.104, H40 1.086
18 C -0.07931 1.00737 -1.35921  C16 1.543, C19 1.530, H21 1.113, H22 1.106
19 C 0.89221 2.17699 -1.53385  C18 1.530, H24 1.098, H31 1.094, H47 1.076
20 H -0.45268 -1.04915 3.59133  O8 0.972
21 H -0.26257 0.64623 -2.39541  C18 1.113
22 H -0.94751 1.37832 -0.78306  C18 1.106
23 H -0.02534 3.34034 3.16857  O12 0.954
24 H 0.70503 2.56608 -2.54356  C19 1.098
25 H -1.51225 0.05799 0.42286  C17 1.104
26 H 3.59135 0.94905 -0.45043  O1 0.969
27 H 4.74073 -2.25738 -0.29446  O2 0.964
28 H -2.84920 3.46902 2.13164  O10 0.960
29 H 4.84962 0.88160 0.33756  O1 0.967
30 H 3.78492 -1.12048 -0.48113  O2 0.976
31 H 0.88320 3.00509 -0.81975  C19 1.094
32 H 0.79559 -0.45687 3.01865  O8 0.977
33 H 0.39342 -4.25401 -1.20223  O4 0.957
34 H -3.17811 -1.07108 4.08583  O11 0.964
35 H 0.67255 -0.20316 -4.23288  O7 0.972
36 H -2.42728 -2.28796 -0.89676  C15 1.073
37 H -1.71292 3.62086 1.07555  O10 0.954
38 H -0.73812 -2.99528 -3.55435  O5 0.962
39 H -3.88875 2.40140 -0.47629  O3 0.965
40 H -1.18470 -1.19747 1.71877  C17 1.086
41 H -0.66982 1.86869 2.93592  O12 0.973
42 H 2.75756 1.09532 2.96797  O13 0.958
43 H -1.12810 -4.71342 -0.85421  O4 0.966
44 H -2.97022 -0.89342 2.61797  O11 0.973
45 H -4.20076 1.30776 0.48862  O3 0.962
46 H -0.29491 -2.08445 -4.73927  O5 0.964
47 H 1.93098 1.91161 -1.43985  C19 1.076
48 H 0.52258 -2.00011 0.20444  N14 1.013
49 H 1.67008 0.34562 -5.19808  O7 0.965
50 H 2.68743 0.46596 1.44091  O13 0.964

=====

ORCA calculation (ωB97M-V with the def2-TZVPD basis set) on a 11-piece molecular cluster, C5H32N2O11 overall in a non-equilibrium geometry.

Relative energy (zero: lowest compared OMol25 entry of this formula, charge and spin) (kcal per mole): 143.83
HOMO-LUMO gap (eV): 9.463
HOMO level (eV): -9.4
Multiplicity: 1
Energy (eV): -31203.7378

Bonds (Å) are listed after each position.
Atoms and positions in Å:
1 O 1.92320 -3.34000 -1.13755  H19 0.986, H29 0.938
2 O 2.27093 0.24601 1.64885  H28 0.898, H44 0.897
3 O 0.67486 -1.64341 -2.80105  C14 1.254
4 O -0.01489 -4.63995 -0.19335  H23 1.049, H41 0.964
5 O 0.88684 2.34816 0.57699  H31 0.901, H38 0.991
6 O -0.81290 4.59454 -1.10046  H30 0.975, H37 0.897
7 O 0.57062 -2.72544 1.85711  H24 1.016, H35 0.977
8 O 3.47190 -1.58107 0.05267  H21 0.944, H27 0.996
9 O 0.14665 1.78566 -3.71440  H34 0.963, H39 0.976
10 O 1.23379 3.18826 -1.78979  H42 0.986, H45 0.919
11 O -2.04765 -3.03416 1.17418  H48 0.964, H49 0.997
12 N -0.36967 -0.32688 0.21173  C15 1.453, C18 1.536, H22 0.997
13 N -3.16791 2.03779 1.09120  C16 1.544, H25 0.978, H43 1.003
14 C -0.01290 -1.07428 -1.92033  O3 1.254, C18 1.444, H33 1.159
15 C -1.29910 0.78125 0.07698  N12 1.453, C16 1.537, H26 1.134, H36 1.147
16 C -2.04800 1.01953 1.39828  N13 1.544, C15 1.537, C17 1.585, H32 1.086
17 C -1.25773 1.33560 2.73533  C16 1.585, H20 1.166, H46 1.045, H47 1.107
18 C 0.63804 -0.23226 -0.94368  N12 1.536, C14 1.444, H40 1.156, H50 1.111
19 H 1.45682 -2.85734 -1.86007  O1 0.986
20 H -1.78449 2.06519 3.47632  C17 1.166
21 H 4.13790 -1.85760 -0.55609  O8 0.944
22 H 0.02556 -0.40652 1.12333  N12 0.997
23 H -0.21576 -4.48655 0.82436  O4 1.049
24 H 1.25605 -2.78536 1.10926  O7 1.016
25 H -2.77391 2.91163 0.89904  N13 0.978
26 H -2.04192 0.62342 -0.76493  C15 1.134
27 H 2.68497 -2.19140 0.01782  O8 0.996
28 H 2.56220 -0.35653 1.05081  O2 0.898
29 H 1.94524 -4.26782 -1.27453  O1 0.938
30 H -1.33126 4.80033 -0.30107  O6 0.975
31 H 1.11778 1.70565 1.16493  O5 0.901
32 H -2.62305 0.12601 1.62190  C16 1.086
33 H -1.12744 -1.05414 -2.23754  C14 1.159
34 H 0.83498 1.13875 -3.90240  O9 0.963
35 H -0.23716 -2.77536 1.31013  O7 0.977
36 H -0.75924 1.76347 -0.16840  C15 1.147
37 H -1.34419 4.00415 -1.51667  O6 0.897
38 H 1.46301 2.21427 -0.21847  O5 0.991
39 H -0.54342 1.33107 -3.19420  O9 0.976
40 H 0.78123 0.82800 -1.38071  C18 1.156
41 H -0.83189 -4.49801 -0.68438  O4 0.964
42 H 0.75877 3.04513 -2.64212  O10 0.986
43 H -3.85658 1.96178 1.81637  N13 1.003
44 H 2.49128 -0.04851 2.46665  O2 0.897
45 H 0.59888 3.63628 -1.29824  O10 0.919
46 H -0.43260 1.93111 2.49724  C17 1.045
47 H -1.09545 0.37904 3.26857  C17 1.107
48 H -1.77615 -2.74860 2.05438  O11 0.964
49 H -1.73212 -2.26937 0.61842  O11 0.997
50 H 1.60587 -0.60150 -0.54243  C18 1.111